Entry 1:
DFT (ωB97M-V with the def2-TZVPD basis set) results for a cluster of 2 separate species, C4H12S2 in total at a distorted geometry.

## Properties
**Kohn-Sham gap**: 9.40 eV
**SMILES string**: CCS.CSC
**Energy above the lowest of the compared OMol25 structures with the same formula, charge and spin**: 71.2 kJ/mol
**HOMO energy**: -8.6257 eV

The geometry in XYZ format:
```
18
Properties=species:S:1:pos:R:3:forces:R:3:lowdin_charge:R:1
C -1.841 -2.593 2.222 -1.45 -0.97 0.25 -0.1755
C -1.946 -1.529 1.138 2.20 0.89 0.27 -0.6390
S -3.255 -0.295 1.304 -1.00 -0.44 0.21 0.6825
H -0.851 -2.875 2.568 0.32 0.38 -0.38 0.0679
H -2.417 -2.382 3.123 0.04 0.48 0.03 0.0589
H -2.309 -3.520 1.868 0.14 0.03 -0.06 0.0667
H -1.838 -1.976 0.155 -0.56 -0.02 -0.18 0.0630
H -1.054 -0.897 1.230 0.03 -0.23 -0.06 0.0504
H -2.666 0.765 0.748 0.31 -0.11 -0.09 -0.1741
C 3.368 1.440 -1.857 0.30 -0.41 0.23 -0.4364
S 2.097 1.031 -0.630 -0.10 0.44 -0.33 0.7144
C 0.662 1.908 -1.337 0.00 0.18 0.71 -0.4276
H 4.341 1.487 -1.367 -0.10 -0.07 0.19 0.0251
H 3.428 0.644 -2.595 -0.07 0.24 -0.30 0.0243
H 3.203 2.420 -2.294 -0.20 -0.04 -0.15 0.0282
H 0.966 2.790 -1.898 0.14 -0.15 -0.14 0.0296
H 0.131 2.293 -0.466 -0.19 -0.07 -0.06 0.0148
H -0.021 1.290 -1.913 0.19 -0.12 -0.14 0.0268
```
Forces are in eV/Å.

---

Entry 2:
DFT (ωB97M-V with the def2-TZVPD basis set) results for a structure of composition C52H42ClN7O9PSc at a distorted geometry.

## Properties
**Kohn-Sham gap (alpha / beta)**: 4.04 / 4.24 eV
**Energy above the lowest of the compared OMol25 structures with the same formula, charge and spin**: 0.0 kJ/mol
**HOMO energy (alpha / beta)**: -5.0550 / -5.2472 eV

The geometry in XYZ format:
```
113
Properties=species:S:1:pos:R:3:forces:R:3:lowdin_charge:R:1
Sc 11.579 18.328 18.712 0.44 -0.86 -0.30 0.9850
C 13.641 20.388 22.144 0.15 -0.37 -0.58 -0.0401
C 14.313 19.829 20.875 0.53 -1.38 -0.50 -0.3757
C 15.855 19.679 20.995 -0.24 1.03 2.00 -0.0516
C 14.008 20.609 19.599 -0.58 -0.62 -0.45 -0.2714
C 14.301 22.097 19.619 -0.54 0.40 0.24 -0.0492
O 13.084 22.710 19.023 0.31 -1.16 -0.25 0.0069
C 12.177 21.698 18.813 1.88 -0.10 0.63 -0.2915
N 12.537 20.512 19.212 0.29 0.90 -1.05 0.0829
C 10.945 22.188 18.169 -1.84 -0.73 0.18 -0.1267
C 10.967 23.296 17.315 0.40 0.23 0.93 -0.0018
C 9.787 23.985 16.993 0.80 0.12 -0.88 -0.0414
C 8.565 23.519 17.450 0.45 -0.62 0.03 -0.0505
C 8.515 22.311 18.117 0.74 -0.67 0.08 -0.0798
C 9.669 21.608 18.467 0.22 1.08 -0.18 -0.2697
P 9.407 20.003 19.249 2.01 -1.29 -0.41 1.0639
C 8.233 19.143 18.212 -1.38 0.63 -0.64 -0.3836
C 8.169 19.394 16.827 -0.49 -0.54 0.18 -0.0768
C 7.216 18.744 16.038 0.64 0.09 -0.21 -0.0646
C 6.346 17.829 16.601 -0.40 0.26 0.40 -0.0718
C 6.357 17.595 17.977 0.62 0.74 0.05 -0.0639
C 7.292 18.289 18.782 -0.89 -1.06 0.08 -0.0927
C 8.697 20.247 20.846 -0.56 0.68 1.88 -0.3455
C 7.343 20.588 20.991 0.88 -0.39 0.23 -0.0991
C 6.864 20.923 22.238 -1.84 1.10 -0.18 -0.0895
C 7.642 20.928 23.382 -0.12 0.71 0.44 -0.0704
C 8.995 20.610 23.271 -0.41 -0.25 -0.38 -0.0575
C 9.506 20.278 22.017 -0.26 -0.16 -0.82 -0.0590
H 13.629 19.630 22.933 0.03 0.17 -0.14 0.0912
H 12.615 20.666 21.923 -0.26 -0.10 -0.02 0.0550
H 14.112 21.293 22.509 0.35 0.13 0.16 0.0717
H 13.909 18.793 20.680 0.33 1.18 0.45 0.1027
H 16.326 20.686 21.055 -0.20 -0.44 0.14 0.0845
H 16.372 19.176 20.210 -0.08 -0.59 -0.86 0.0560
H 16.112 19.147 21.948 -0.23 0.47 -0.77 0.0996
H 14.600 20.172 18.756 -0.59 -0.02 0.55 0.1582
H 15.209 22.298 19.019 -0.75 0.44 0.29 0.1407
H 14.384 22.492 20.651 0.06 -0.06 -0.68 0.1308
H 11.972 23.640 17.051 -0.61 0.23 -0.17 0.1265
H 9.868 24.843 16.296 -0.20 -0.50 0.73 0.1230
H 7.626 23.973 17.261 -0.49 0.76 -0.42 0.1036
H 7.585 21.801 18.324 -0.29 0.37 0.04 0.1060
H 8.811 20.125 16.375 0.33 0.14 -0.15 0.0999
H 7.161 18.914 14.952 0.14 0.11 0.62 0.1156
H 5.584 17.409 15.956 0.07 -0.35 0.16 0.1099
H 5.651 16.900 18.423 0.17 0.24 -0.03 0.1091
H 7.225 18.128 19.873 0.29 0.12 -0.68 0.1201
H 6.675 20.557 20.151 -0.15 0.15 -0.25 0.0997
H 5.826 21.356 22.252 1.00 -0.82 0.32 0.1263
H 7.172 21.306 24.319 0.66 -0.59 -0.70 0.1229
H 9.641 20.603 24.135 0.07 0.03 0.04 0.1092
H 10.557 20.039 21.919 0.05 -0.09 0.05 0.0790
O 11.838 17.178 22.579 0.22 0.19 -0.77 0.0753
C 11.571 17.030 21.398 0.19 -0.22 0.25 -0.5278
O 12.297 17.504 20.394 -0.73 0.18 0.20 -0.1652
C 10.352 16.228 21.036 -2.00 0.30 0.21 -0.0129
C 9.507 15.830 22.095 1.95 0.50 -1.49 0.0814
C 8.357 15.147 21.818 -0.64 -0.32 0.65 -0.1485
C 7.868 14.830 20.556 1.89 1.27 -0.59 0.1175
C 8.625 15.358 19.495 -0.38 -1.04 1.46 -0.0739
C 9.780 16.135 19.729 1.04 0.89 -0.82 -0.2411
O 10.233 16.842 18.713 0.30 -0.09 0.59 -0.1538
N 8.258 14.981 18.144 -0.41 -0.65 -1.36 -0.3093
O 7.045 14.894 17.922 0.94 -0.07 0.13 0.0418
O 9.126 14.690 17.323 -0.89 0.58 1.19 0.1118
N 7.620 14.754 23.012 -0.42 0.05 0.08 -0.3415
O 6.628 14.056 22.826 0.57 0.42 0.81 0.0701
O 8.044 15.182 24.085 -1.11 -0.91 -0.61 0.0615
H 9.802 16.081 23.103 -0.03 -0.20 -0.06 0.1335
H 6.991 14.255 20.414 -0.61 -0.40 -0.14 0.1242
C 14.711 9.819 8.236 0.71 -0.33 -1.36 -0.1111
O 14.345 9.347 9.497 -0.21 0.02 0.13 -0.0827
C 13.873 10.283 10.357 0.74 0.51 1.36 -0.2604
C 13.906 9.900 11.721 0.04 -0.41 -0.30 0.0089
C 13.577 10.800 12.697 -0.37 0.41 -0.13 -0.0248
C 13.107 12.065 12.334 0.04 1.00 -0.35 -0.1665
C 13.087 12.487 10.994 0.36 -0.19 0.24 -0.0229
C 13.579 11.623 10.030 -0.20 -1.42 0.04 -0.0286
C 12.871 12.992 13.425 -0.62 -0.11 1.59 -0.2442
N 12.833 12.599 14.723 0.24 1.05 -2.18 0.1861
C 12.812 13.773 15.415 -0.07 1.04 -0.60 -0.1575
C 12.763 14.888 14.553 0.18 -2.82 0.31 -0.1431
N 12.737 14.362 13.266 0.49 -0.83 0.94 0.1804
C 12.691 16.192 14.977 -0.88 1.93 0.19 -0.1227
C 12.397 17.243 14.090 0.75 -0.97 -0.96 -0.0508
C 12.355 18.538 14.579 -0.63 1.23 0.73 -0.1121
C 12.344 18.740 15.953 0.34 0.27 -0.69 -0.1808
N 12.508 17.698 16.858 -0.15 1.48 1.49 -0.0849
C 12.802 16.445 16.381 0.65 -3.04 0.44 -0.1362
C 13.165 15.295 17.228 -0.05 2.33 -0.84 -0.0611
N 13.741 15.481 18.513 0.26 1.28 0.31 -0.1092
C 13.709 14.457 19.430 -0.30 -1.14 -0.37 -0.0978
C 13.274 13.216 19.074 -0.09 -0.22 1.37 -0.0702
C 12.924 12.931 17.731 0.37 -1.23 0.45 -0.0308
C 12.979 13.943 16.828 -0.42 0.98 -1.27 -0.1259
H 15.082 8.940 7.637 -0.31 0.96 0.73 0.1108
H 15.491 10.606 8.299 -0.17 -0.49 0.04 0.1033
H 13.869 10.263 7.704 -0.16 -0.11 -0.06 0.0844
H 14.261 8.917 12.043 -0.11 0.24 -0.56 0.1242
H 13.685 10.613 13.767 -0.08 -0.20 -0.45 0.1175
H 12.781 13.482 10.620 0.15 -0.56 0.74 0.1191
H 13.726 11.960 9.030 -0.18 0.20 -0.52 0.0889
H 13.028 14.875 12.449 -0.15 -0.15 0.02 0.1433
H 12.357 17.050 12.991 -0.06 0.20 1.08 0.1113
H 12.259 19.361 13.860 -0.01 -0.14 0.60 0.1014
H 12.272 19.758 16.394 0.07 -0.62 -0.37 0.0854
H 14.133 14.674 20.394 -0.09 0.11 0.25 0.1210
H 13.204 12.449 19.874 0.14 0.56 -0.76 0.1120
H 12.723 11.907 17.394 0.07 0.51 0.18 0.1175
Cl 16.393 16.145 18.294 -0.06 0.02 0.04 0.5335
C 14.685 16.533 18.788 -1.02 -0.01 0.50 -0.5594
H 14.415 17.448 18.249 0.16 -0.30 0.05 0.0519
H 14.667 16.731 19.887 0.27 -0.24 -0.97 0.0834
```
Forces are in eV/Å.

---

Entry 3:
DFT (ωB97M-V with the def2-TZVPD basis set) results for a structure of composition C18H34Br2KO10S2Zn at a distorted geometry.

## Properties
**Kohn-Sham gap**: 1.95 eV
**Energy above the lowest of the compared OMol25 structures with the same formula, charge and spin**: 1116.5 kJ/mol
**HOMO energy**: -9.0865 eV
**Total charge**: +1

The geometry in XYZ format:
```
68
Properties=species:S:1:pos:R:3:forces:R:3:lowdin_charge:R:1
Zn 1.587 2.519 5.819 0.01 -0.05 -0.04 0.0952
K -0.925 8.354 3.507 0.03 -0.06 -0.04 0.9746
C -1.313 0.915 -0.449 0.88 0.43 0.97 -0.0726
C -1.477 2.205 0.452 1.36 -0.37 0.92 -0.3685
O -0.604 2.511 1.502 -0.97 -0.93 -2.01 -0.1178
H -2.086 0.783 -1.207 -0.34 0.19 0.43 0.0674
H -1.271 0.082 0.252 -0.52 -0.19 -0.05 0.0669
H -0.379 0.765 -0.991 0.32 0.82 0.02 0.0610
H -2.420 2.028 0.968 -0.88 -0.28 0.56 0.1207
H -1.779 3.132 -0.035 0.25 0.33 -0.74 0.1027
C 2.945 -3.379 4.198 -0.09 1.01 -0.26 -0.0652
C 4.027 -2.315 4.549 -1.70 1.18 2.16 -0.3151
O 3.794 -1.269 5.470 0.16 -2.71 -1.85 -0.0443
H 1.923 -3.004 4.244 0.08 0.24 0.20 0.0730
H 3.008 -4.255 4.844 0.12 0.17 0.14 0.0751
H 3.075 -3.731 3.175 0.28 0.02 -0.04 0.0725
H 4.577 -1.764 3.786 -0.01 0.15 -1.14 0.1371
H 4.861 -2.959 4.827 1.04 0.06 0.74 0.1360
Br -6.128 -3.213 8.658 -0.02 0.25 -0.06 0.6334
C -6.518 -1.570 7.729 -0.67 1.06 0.23 -0.7717
C -5.739 -1.348 6.488 0.58 -0.65 -0.47 -0.6963
Br -6.397 -2.606 5.137 0.37 0.36 -0.13 0.5955
H -6.308 -0.696 8.346 0.05 -0.35 0.60 0.0647
H -7.578 -1.520 7.481 0.00 -0.33 0.28 0.0527
H -4.679 -1.532 6.665 -0.06 -0.15 -0.27 0.0570
H -5.846 -0.322 6.135 -0.26 -0.19 -0.17 0.0647
O 5.044 -7.838 -3.017 -1.74 0.53 -4.10 -0.3302
S 4.427 -7.864 -4.397 0.29 -1.92 0.14 0.7625
O 5.223 -7.919 -5.648 -1.62 0.53 3.17 -0.3117
O 3.443 -9.244 -4.430 1.95 2.08 -0.88 -0.2962
C 3.458 -10.065 -3.304 -1.04 -2.81 0.95 -0.3075
C 2.600 -11.340 -3.760 0.70 2.17 0.13 -0.0434
C 2.993 -6.677 -4.597 1.49 0.16 0.43 -0.0961
H 2.941 -9.550 -2.494 -0.06 -0.13 0.19 0.1089
H 4.406 -10.420 -2.899 0.45 0.56 -0.58 0.1123
H 2.579 -12.163 -3.046 -0.27 0.41 0.19 0.0722
H 2.951 -11.732 -4.715 0.18 0.19 0.06 0.0714
H 1.673 -10.793 -3.930 -0.65 -1.08 -0.02 0.0668
H 2.214 -7.005 -3.909 0.21 0.13 -0.06 0.0647
H 2.636 -6.545 -5.619 0.25 -0.82 -0.04 0.0698
H 3.424 -5.709 -4.343 -0.15 0.00 0.42 0.0567
O 5.302 4.402 -0.952 0.30 0.44 -0.30 -0.3031
S 6.053 4.344 -2.176 -1.63 -3.31 -1.01 0.6277
O 7.009 5.334 -2.544 -0.20 -0.50 0.14 -0.2593
O 6.779 2.864 -2.215 0.05 1.26 0.41 -0.3025
C 6.052 1.613 -1.965 1.63 -0.58 -1.05 -0.2327
C 7.172 0.540 -1.815 -0.24 0.85 0.48 -0.0646
C 4.839 4.021 -3.578 1.48 1.23 0.37 -0.1006
H 5.608 1.341 -2.923 -0.85 0.28 0.24 0.1039
H 5.377 1.673 -1.112 0.01 0.16 -0.22 0.1192
H 7.905 0.664 -2.612 -0.06 0.19 0.03 0.0795
H 6.814 -0.486 -1.896 -0.34 0.14 0.18 0.0755
H 7.668 0.693 -0.857 0.12 -0.21 -0.05 0.0761
H 5.417 3.857 -4.488 0.26 -0.08 0.18 0.0648
H 4.380 5.001 -3.704 -0.56 -0.29 0.09 0.0577
H 4.175 3.169 -3.433 0.02 0.41 0.52 0.0587
C -8.166 8.420 0.494 -0.62 -0.39 -0.80 -0.0177
C -9.485 8.162 0.596 1.47 0.17 1.13 0.0405
C -10.572 8.927 -0.124 0.23 -1.43 0.64 -0.3877
O -11.731 8.906 0.233 0.58 0.20 -0.20 0.1279
C -10.066 9.536 -1.339 2.92 2.15 -1.67 0.0169
C -8.722 9.815 -1.537 -1.03 -1.61 1.67 0.0624
C -7.653 9.321 -0.530 1.33 1.45 -1.89 -0.3529
O -6.443 9.599 -0.695 -2.88 -0.71 0.57 0.0525
H -7.411 7.788 0.937 -0.07 0.07 0.53 0.1138
H -9.645 7.389 1.333 -1.12 -0.04 -0.04 0.1167
H -10.722 9.923 -2.105 -0.49 -0.20 0.14 0.1180
H -8.291 10.237 -2.433 -0.33 0.32 -0.07 0.1108
```
Forces are in eV/Å.